Model a:
This record from the Open Molecules 2025 dataset describes the ion C4H9N2O2 with charge -1. The level of theory is ωB97M-V/def2-TZVPD.

Molar mass: 117.13 g mol⁻¹
Kohn-Sham gap: 7.57 eV
LUMO energy: 3.66 eV
Charge: -1
SMILES: NCCCNC(=O)[O-]
HOMO level: -3.91 eV

The geometry in XYZ format:
```
17
C4H9N2O2 (ωB97M-V/def2-TZVPD)
N -1.40 2.42 0.10
C -0.40 1.37 0.38
C -0.92 -0.01 -0.08
C 0.11 -0.89 -0.81
N 1.42 -0.96 -0.21
C 1.71 -2.13 0.67
O 0.74 -2.90 0.84
O 2.86 -2.17 1.10
H -1.98 2.09 -0.66
H -0.99 3.28 -0.26
H -0.24 1.28 1.45
H 0.55 1.58 -0.11
H -1.80 0.09 -0.72
H -1.24 -0.57 0.81
H -0.27 -1.90 -0.86
H 0.17 -0.50 -1.84
H 1.68 -0.08 0.21
```

***

Model b:
This record from the Open Molecules 2025 dataset describes a cluster of 2 separate species, C4H9N2O2 in total. The level of theory is ωB97M-V/def2-TZVPD.

Molar mass: 117.13 g mol⁻¹
Kohn-Sham gap: 8.13 eV
LUMO energy: 4.02 eV
Charge: -1
HOMO level: -4.11 eV

The geometry in XYZ format:
```
17
C4H9N2O2 (ωB97M-V/def2-TZVPD)
C -1.61 0.54 0.78
C -0.21 0.75 1.32
C 1.59 2.25 1.04
N 0.35 2.07 1.03
H -1.87 -0.52 0.91
H -2.35 1.23 1.21
H -1.61 0.68 -0.30
H 0.41 -0.04 0.89
H -0.22 0.66 2.42
H 2.37 1.50 1.24
H 1.83 3.30 0.86
N 0.61 -2.51 -2.38
C 0.05 -1.72 -1.33
O -0.88 -2.27 -0.69
O 0.54 -0.59 -1.17
H 0.08 -3.33 -2.63
H 0.91 -2.00 -3.19
```

***

Model c:
This record from the Open Molecules 2025 dataset describes the ion C4H9N2O2 with charge -1. The level of theory is ωB97M-V/def2-TZVPD.

Molar mass: 117.13 g mol⁻¹
Kohn-Sham gap: 5.85 eV
LUMO energy: 3.45 eV
Charge: -1
SMILES: NC(=O)NCCC[O-]
HOMO level: -2.40 eV

The geometry in XYZ format:
```
17
C4H9N2O2 (ωB97M-V/def2-TZVPD)
N 1.35 1.34 -2.16
C 0.07 1.52 -1.71
O -0.70 2.16 -2.44
N -0.31 1.05 -0.50
C 0.46 0.02 0.27
C -0.43 -1.16 0.58
C -0.81 -1.32 2.11
O -0.86 -2.63 2.33
H 1.53 1.60 -3.12
H 2.10 1.04 -1.56
H -1.31 1.04 -0.32
H 0.74 0.48 1.21
H 1.45 -0.26 -0.30
H -1.43 -1.16 0.04
H 0.00 -2.13 0.37
H -0.05 -0.63 2.66
H -1.81 -0.95 2.52
```

***

Structures ranked by computed energy, the most stable listed first: model a, model b, model c.

***

Model a:
This record from the Open Molecules 2025 dataset describes an isolated molecule of C5H9ClO2. The level of theory is ωB97M-V/def2-TZVPD.

Molar mass: 136.58 g mol⁻¹
Kohn-Sham gap: 10.86 eV
LUMO energy: 0.83 eV
SMILES: O[C@H]1COC[C@@H]1CCl
HOMO level: -10.03 eV

The geometry in XYZ format:
```
17
C5H9ClO2 (ωB97M-V/def2-TZVPD)
O -1.16 1.82 -0.67
C -0.60 0.86 0.20
C -1.56 0.20 1.13
O -2.21 -0.82 0.30
C -1.22 -1.24 -0.68
C -0.01 -0.28 -0.59
C 1.25 -0.95 0.06
Cl 2.64 0.21 0.12
H -2.00 1.42 -1.01
H 0.14 1.44 0.75
H -2.29 0.89 1.48
H -1.05 -0.27 2.00
H -0.79 -2.21 -0.41
H -1.81 -1.36 -1.60
H 0.25 0.03 -1.61
H 1.54 -1.81 -0.55
H 1.01 -1.18 1.10
```

***

Model b:
This record from the Open Molecules 2025 dataset describes a structure of composition C5H9ClO2. The level of theory is ωB97M-V/def2-TZVPD.

Molar mass: 136.58 g mol⁻¹
Kohn-Sham gap: 9.87 eV
LUMO energy: 0.52 eV
HOMO level: -9.34 eV

The geometry in XYZ format:
```
17
C5H9ClO2 (ωB97M-V/def2-TZVPD)
C 0.18 -1.38 -1.20
C 0.66 -0.13 -1.09
C 1.55 -0.77 1.62
C -2.15 1.01 -0.33
C 0.42 0.75 0.09
O 1.26 0.58 1.18
O -1.32 0.40 0.65
Cl 0.50 2.43 -0.17
H 0.51 -2.00 -2.06
H -0.62 -1.62 -0.45
H 1.16 0.50 -1.78
H 1.43 -0.69 2.66
H 2.61 -0.72 1.51
H 1.16 -1.63 1.10
H -2.60 1.96 -0.03
H -3.11 0.44 -0.37
H -1.66 0.88 -1.30
```

***

Structures ranked by computed energy, the most stable listed first: model a, model b.

***

Model a:
This record from the Open Molecules 2025 dataset describes a structure of composition C3H7NO3S. The level of theory is ωB97M-V/def2-TZVPD.

Molar mass: 137.16 g mol⁻¹
Kohn-Sham gap: 8.81 eV
LUMO energy: -0.73 eV
HOMO level: -9.54 eV

The geometry in XYZ format:
```
15
C3H7NO3S (ωB97M-V/def2-TZVPD)
C -1.62 1.30 -0.53
C -1.67 -0.88 0.50
C 1.18 -0.57 0.27
H -2.41 2.14 -0.36
H -0.32 1.48 0.25
H -1.18 1.07 -1.80
H -1.32 -0.66 1.56
H -2.42 -1.56 0.76
H 2.36 -0.91 -1.53
H 3.37 0.25 1.06
N 2.38 -0.73 -0.48
O -2.40 0.07 -0.20
O 1.20 0.15 1.33
O 3.21 0.41 -0.47
S -0.35 -1.56 -0.36
```

***

Model b:
This record from the Open Molecules 2025 dataset describes an isolated molecule of C3H7NO3S. The level of theory is ωB97M-V/def2-TZVPD.

Molar mass: 137.16 g mol⁻¹
Kohn-Sham gap (alpha / beta): 7.61 / 7.61 eV
LUMO energy (alpha / beta): -1.50 / -1.49 eV
SMILES: NCCOC=S(=O)=O
HOMO level (alpha / beta): -9.11 / -9.11 eV

The geometry in XYZ format:
```
15
C3H7NO3S (ωB97M-V/def2-TZVPD)
N -1.64 -1.45 -0.05
C -1.36 -0.10 -0.41
C -0.56 0.60 0.71
O 0.31 1.66 0.19
C 1.31 1.20 -0.46
S 2.35 -0.19 0.17
O 1.49 -1.36 0.38
O 3.39 -0.35 -0.79
H -0.73 -1.78 0.07
H -2.30 -1.38 0.72
H -2.35 0.41 -0.71
H -0.78 -0.09 -1.39
H -1.23 1.04 1.41
H 0.19 -0.21 1.14
H 1.91 2.02 -0.98
```

***

Structures ranked by computed energy, the most stable listed first: model b, model a.

***

Model a:
This record from the Open Molecules 2025 dataset describes an isolated molecule of C16H18N2O6S. The level of theory is ωB97M-V/def2-TZVPD.

Molar mass: 366.39 g mol⁻¹
Kohn-Sham gap: 9.01 eV
LUMO energy: 0.66 eV
SMILES: CCOC(=O)c1cc(S(=O)(=O)NCc2ccc3c(c2)OCO3)cn1C
HOMO level: -8.36 eV

The geometry in XYZ format:
```
43
C16H18N2O6S (ωB97M-V/def2-TZVPD)
C 3.41 0.43 -2.40
C 2.94 1.77 -1.86
O 1.60 1.67 -1.36
C 1.42 1.67 -0.04
O 2.32 1.78 0.77
C 0.01 1.51 0.30
C -1.04 1.24 -0.57
C -2.18 1.11 0.22
S -3.83 0.65 -0.28
O -4.32 1.58 -1.24
O -4.57 0.40 0.92
N -3.67 -0.80 -1.08
C -3.16 -1.92 -0.33
C -1.65 -1.91 -0.20
C -0.88 -2.03 -1.35
C 0.51 -1.93 -1.32
C 1.09 -1.70 -0.09
C 0.32 -1.59 1.07
C -1.05 -1.70 1.04
O 1.14 -1.35 2.13
C 2.46 -1.30 1.61
O 2.41 -1.54 0.22
C -1.80 1.31 1.53
N -0.49 1.55 1.57
C 0.26 1.78 2.78
H 3.40 -0.31 -1.60
H 4.42 0.53 -2.78
H 2.76 0.10 -3.20
H 3.59 2.12 -1.05
H 2.91 2.53 -2.65
H -0.97 1.15 -1.63
H -3.26 -0.67 -1.99
H -3.49 -2.84 -0.82
H -3.63 -1.85 0.65
H -1.36 -2.21 -2.30
H 1.11 -2.03 -2.21
H -1.63 -1.61 1.94
H 2.89 -0.30 1.80
H 3.07 -2.07 2.10
H -2.42 1.29 2.41
H 0.69 0.84 3.14
H 1.08 2.47 2.59
H -0.40 2.18 3.54
```

***

Model b:
This record from the Open Molecules 2025 dataset describes a cluster of 2 separate species, C16H18N2O6S in total. The level of theory is ωB97M-V/def2-TZVPD.

Molar mass: 366.39 g mol⁻¹
Kohn-Sham gap: 8.32 eV
LUMO energy: -0.09 eV
HOMO level: -8.41 eV

The geometry in XYZ format:
```
43
C16H18N2O6S (ωB97M-V/def2-TZVPD)
C 1.10 -3.14 -3.54
H 1.97 -3.71 -3.28
O 1.40 -1.88 -3.24
C 0.18 -1.01 -3.52
C 0.45 0.39 -3.36
N 1.21 0.67 -2.15
C 0.62 1.43 -1.23
O -0.47 1.76 -1.23
C 1.27 1.05 0.20
C 0.91 1.64 1.51
C 2.09 0.86 2.32
N 2.77 0.09 1.56
O 2.16 0.36 0.34
C 1.98 0.89 3.84
H 1.25 1.64 4.24
H 2.93 0.92 4.13
S 0.93 -0.54 4.29
C -0.04 -0.76 2.82
C 0.37 -1.78 1.99
C -0.32 -1.64 0.65
C -1.58 -0.97 0.52
C -1.75 -0.01 1.48
C -1.04 -0.06 2.78
H -1.32 0.71 3.50
O -2.97 0.50 1.66
C -3.68 0.96 0.45
H -4.57 1.84 0.54
H -2.90 1.18 -0.36
H -4.17 0.13 -0.04
H -2.09 -0.81 -0.36
H -0.07 -2.45 -0.08
H 1.11 -2.42 1.95
C -0.01 2.63 1.97
O -0.16 3.07 3.03
O -0.97 3.10 1.00
H -0.64 2.61 0.22
H 1.97 -0.11 -1.79
H 1.60 0.87 -4.18
H -0.11 1.09 -3.49
H -0.05 -1.17 -4.67
H -0.52 -1.08 -2.79
H 0.87 -3.31 -4.74
H 0.31 -3.54 -2.94
```

***

Structures ranked by computed energy, the most stable listed first: model a, model b.